C23H41GeMnSeSi3 | the ωB97M-V functional and the def2-TZVPD basis

Structure (ORCA input):
```
! RIJCOSX wB97M-V def2-TZVPD def2/J DEFGRID3
* xyz 0 5
Mn -0.01 -0.15 0.29
C -1.16 1.85 3.16
Si -1.01 0.10 2.49
C -2.74 -0.64 2.29
C -0.13 -0.91 3.82
C -0.67 -1.07 5.10
C 0.02 -1.75 6.09
C 1.28 -2.28 5.81
C 1.82 -2.14 4.55
C 1.13 -1.47 3.53
Si 1.73 -1.31 1.75
C 2.03 -3.08 1.15
C 3.42 -0.46 1.78
H -1.22 1.78 4.25
H -2.06 2.35 2.79
H -0.30 2.48 2.93
H -3.19 -0.79 3.27
H -2.73 -1.61 1.79
H -3.39 0.03 1.72
H -1.64 -0.65 5.34
H -0.41 -1.86 7.08
H 1.82 -2.80 6.59
H 2.80 -2.56 4.35
H 2.77 -3.57 1.80
H 2.40 -3.14 0.13
H 1.10 -3.66 1.22
H 4.16 -1.15 2.19
H 3.40 0.43 2.41
H 3.76 -0.15 0.79
C 2.70 -0.08 -6.31
Ge 2.67 -1.00 -4.60
C 4.47 -1.15 -3.87
C 1.85 -2.76 -4.75
C 1.55 0.06 -3.37
Se 1.62 -0.65 -1.54
C -0.03 -1.75 -1.70
H 3.25 -0.68 -7.04
H 3.20 0.88 -6.22
H 1.70 0.08 -6.70
H 5.03 -1.90 -4.43
H 4.45 -1.46 -2.83
H 5.00 -0.20 -3.95
H 2.31 -3.32 -5.57
H 0.78 -2.69 -4.95
H 2.00 -3.33 -3.83
H 0.51 0.04 -3.68
H 1.86 1.10 -3.32
H 0.24 -2.79 -1.86
H -0.60 -1.34 -2.52
H -0.69 -1.76 -0.81
C -0.17 3.48 -0.19
Si -1.20 1.93 -0.52
C -1.41 1.84 -2.40
C -2.97 2.32 0.03
C -4.03 1.56 -0.46
C -5.35 1.79 -0.08
C -5.63 2.82 0.81
C -4.60 3.59 1.31
C -3.29 3.34 0.92
H -0.66 4.35 -0.65
H 0.82 3.38 -0.64
H -0.03 3.69 0.87
H -1.91 2.74 -2.78
H -2.01 0.99 -2.72
H -0.45 1.77 -2.90
H -3.84 0.74 -1.16
H -6.14 1.18 -0.48
H -6.66 3.01 1.11
H -4.81 4.40 2.01
H -2.50 3.97 1.33
*
```

The HOMO energy (spin up / spin down) comes out at -0.256 / -0.260 Ha. The molecular weight comes out at 608.3 g mol⁻¹. The expectation value of S² is 6.1574. The calculation puts the total energy at -201331.529 eV.

C23H41N2P3SeTl | the ωB97M-V functional and the def2-TZVPD basis

Structure (ORCA input):
```
! RIJCOSX wB97M-V def2-TZVPD def2/J DEFGRID3
* xyz 3 1
Tl -2.38 3.73 -3.54
P -1.85 -2.17 0.58
P 2.37 -0.87 2.06
P 1.61 -1.32 -1.73
H -3.51 4.99 -5.84
C -3.04 4.00 -5.72
C -3.80 2.92 -5.14
H -4.84 3.10 -4.83
C -3.45 -1.81 1.31
C -0.83 -2.93 1.86
C -2.08 -3.30 -0.80
C 3.23 0.73 1.77
C 1.82 -0.55 3.79
C 3.83 -1.94 2.42
C 0.95 -1.72 -3.34
C 1.87 -2.82 -0.81
C 3.16 -0.44 -1.93
H -2.17 3.78 -6.36
H -3.52 1.88 -5.34
H -3.73 -0.78 1.05
H -3.41 -1.90 2.40
H -4.21 -2.50 0.92
H -0.88 -2.33 2.77
H 0.22 -3.00 1.54
H -1.19 -3.95 2.07
H -2.80 -2.86 -1.51
H -2.47 -4.26 -0.44
H -1.14 -3.47 -1.34
H 4.06 0.84 2.49
H 2.51 1.55 1.89
H 3.63 0.76 0.74
H 2.67 -0.63 4.47
H 1.05 -1.29 4.06
H 1.37 0.45 3.85
H 4.39 -1.51 3.26
H 4.47 -2.01 1.53
H 3.47 -2.94 2.69
H 1.53 -2.56 -3.74
H 1.03 -0.88 -4.03
H -0.11 -2.02 -3.28
H 2.47 -3.48 -1.45
H 0.92 -3.33 -0.59
H 2.42 -2.64 0.12
H 3.69 -0.86 -2.79
H 3.80 -0.56 -1.04
H 3.00 0.63 -2.11
C -0.04 1.37 -2.33
C -0.89 1.01 -3.37
C -0.83 1.71 -4.59
C 0.01 2.84 -4.71
C 0.77 3.25 -3.61
C 0.74 2.51 -2.42
Se 0.14 0.11 -0.61
H -1.02 -0.85 -0.07
H -1.57 0.17 -3.26
H -1.37 1.34 -5.47
H 0.10 3.34 -5.68
H 1.40 4.13 -3.70
H 1.34 2.82 -1.57
N -0.52 0.38 8.23
C -0.72 0.72 7.12
C -0.96 1.15 5.76
C -1.67 0.32 4.88
C -1.84 0.76 3.56
N -1.30 1.89 3.11
C -0.67 2.70 3.95
C -0.46 2.37 5.30
H -2.10 -0.63 5.21
H -2.43 0.15 2.85
H -0.31 3.66 3.56
H 0.07 3.05 5.95
*
```

The HOMO energy comes out at -0.586 Ha. The molecular weight comes out at 721.9 g mol⁻¹. The calculation puts the total energy at -125373.036 eV. The energy relative to the best compared isomer or geometry (same formula, charge and spin) comes out at 17.9 kcal/mol.

C23H41NO2P2Rh | the ωB97M-V functional and the def2-TZVPD basis

Structure (ORCA input):
```
! RIJCOSX wB97M-V def2-TZVPD def2/J DEFGRID3
* xyz 1 5
Rh -1.08 0.65 -2.09
C -0.80 0.81 0.13
C -1.65 1.82 -0.44
C -2.78 -0.24 -0.52
C -1.53 -0.45 0.13
C -2.87 1.14 -0.88
C 0.52 1.01 0.79
H 0.89 2.03 0.65
H 1.26 0.31 0.36
H 0.45 0.78 1.86
C -1.03 -1.73 0.67
H -0.46 -1.59 1.60
H -0.38 -2.25 -0.05
H -1.86 -2.41 0.90
C -3.85 -1.26 -0.73
H -3.88 -1.96 0.11
H -3.66 -1.80 -1.68
H -4.83 -0.77 -0.77
C -4.15 1.78 -1.32
H -4.97 1.47 -0.65
H -4.44 1.48 -2.34
H -4.12 2.87 -1.23
C -1.52 3.32 -0.32
H -2.48 3.85 -0.42
H -0.89 3.69 -1.12
H -1.04 3.59 0.64
C 6.43 0.89 -0.25
C 6.62 2.08 0.32
C 6.60 3.40 -0.37
C 5.64 3.59 -1.60
C 4.24 3.09 -1.49
C 3.84 1.82 -1.48
C 4.65 0.75 -2.14
C 6.13 0.65 -1.70
H 7.62 3.66 -0.74
H 6.15 3.12 -2.45
H 6.33 4.16 0.39
H 6.67 1.34 -2.34
H 6.46 -0.03 0.35
H 6.85 2.15 1.38
H 6.45 -0.37 -1.98
H 4.14 -0.23 -2.03
H 2.84 1.54 -1.11
H 4.67 0.97 -3.23
H 5.60 4.67 -1.79
H 3.47 3.87 -1.50
P 0.59 1.63 -3.18
C 1.99 1.70 -4.44
C 0.80 3.43 -2.82
P -2.10 1.35 -3.80
C -0.51 1.44 -4.71
C -2.57 3.12 -3.83
C -3.07 0.39 -4.96
H 2.10 0.74 -4.93
H 2.92 1.99 -3.96
H 1.74 2.46 -5.19
H 1.86 3.68 -2.93
H 0.57 3.67 -1.78
H 0.22 4.09 -3.47
H -3.03 0.90 -5.92
H -4.08 0.33 -4.56
H -2.60 -0.61 -5.03
H -0.37 0.49 -5.26
H -0.49 2.32 -5.37
H -3.66 3.19 -3.77
H -2.26 3.48 -4.82
H -2.12 3.73 -3.04
O -1.26 -1.63 -3.22
N -0.07 -2.00 -3.06
O 0.71 -1.20 -2.48
*
```

The HOMO energy (spin up / spin down) comes out at -0.332 / -0.404 Ha. The molecular weight comes out at 528.4 g mol⁻¹. The expectation value of S² is 6.0235. The calculation puts the total energy at -51672.635 eV. The energy relative to the best compared isomer or geometry (same formula, charge and spin) comes out at 0.0 kcal/mol.

C23H41O6PS | the ωB97M-V functional and the def2-TZVPD basis

Structure (ORCA input):
```
! RIJCOSX wB97M-V def2-TZVPD def2/J DEFGRID3
* xyz 0 1
C 0.54 -0.96 2.20
O 0.30 -2.05 1.34
C 0.99 -1.94 0.12
C 0.66 -3.14 -0.74
C -0.73 -3.15 -1.42
C -1.56 -1.87 -1.30
C -2.99 -2.10 -1.80
C -3.84 -0.84 -1.99
C -3.95 0.06 -0.75
C -2.99 1.26 -0.82
C -2.89 2.06 0.48
C -1.48 2.66 0.70
C -1.21 3.69 -0.34
C -0.54 3.65 -1.50
P 0.38 2.27 -2.20
S -0.15 1.68 -3.96
C -0.71 4.96 -2.18
O -0.26 5.35 -3.22
O -1.49 5.76 -1.36
C -1.82 5.05 -0.24
O -2.47 5.51 0.65
H 0.35 -1.25 3.23
H -0.12 -0.12 1.95
H 1.57 -0.60 2.14
H 0.73 -0.99 -0.38
H 2.07 -1.91 0.30
H 1.45 -3.25 -1.48
H 0.73 -4.00 -0.08
H -0.60 -3.34 -2.49
H -1.32 -3.98 -1.03
H -1.10 -1.10 -1.93
H -1.57 -1.51 -0.27
H -3.51 -2.78 -1.12
H -2.93 -2.62 -2.76
H -3.47 -0.27 -2.85
H -4.85 -1.17 -2.27
H -3.69 -0.52 0.14
H -4.97 0.43 -0.64
H -2.01 0.87 -1.09
H -3.28 1.91 -1.65
H -3.59 2.90 0.44
H -3.18 1.47 1.34
H -0.73 1.87 0.64
H -1.44 3.12 1.69
H 1.71 2.71 -2.14
H 0.32 1.28 -1.22
C 6.19 2.46 -4.57
C 5.61 3.39 -3.50
C 4.44 2.56 -2.99
O 4.82 1.19 -3.12
C 6.00 1.09 -3.93
H 7.23 2.67 -4.82
H 5.60 2.53 -5.49
H 6.34 3.54 -2.70
H 5.30 4.36 -3.88
H 3.54 2.73 -3.59
H 4.21 2.76 -1.94
H 6.85 0.84 -3.29
H 5.86 0.29 -4.66
C -1.98 -3.70 6.26
C -0.63 -4.24 6.73
C 0.29 -3.80 5.60
O -0.25 -2.57 5.10
C -1.56 -2.37 5.63
H -2.71 -3.57 7.05
H -2.41 -4.36 5.50
H -0.34 -3.77 7.67
H -0.63 -5.32 6.87
H 0.31 -4.53 4.79
H 1.31 -3.63 5.93
H -1.53 -1.57 6.37
H -2.22 -2.06 4.81
*
```

The HOMO energy comes out at -0.334 Ha. Its SMILES is COCCCCCCCCCCC1=C([PH2]=S)C(=O)OC1=O.C1CCOC1.C1CCOC1. The molecular weight comes out at 476.6 g mol⁻¹. The calculation puts the total energy at -56924.025 eV.

C23H42AsF6O18 | the ωB97M-V functional and the def2-TZVPD basis

Structure (ORCA input):
```
! RIJCOSX wB97M-V def2-TZVPD def2/J DEFGRID3
* xyz -1 1
As 0.04 0.00 -0.40
F -1.03 1.40 -0.13
F -1.09 -0.93 0.70
F 1.13 -1.38 -0.52
F 1.09 1.09 -1.41
F 1.01 0.51 0.99
F -0.76 -0.60 -1.87
C 2.92 2.55 -0.03
O 3.63 1.96 0.96
H 2.11 3.10 0.45
H 3.48 3.09 -0.80
H 2.34 1.73 -0.47
H 3.99 1.16 0.59
C -1.89 3.38 -0.05
O -2.42 4.66 -0.35
H -2.30 2.63 -0.72
H -0.80 3.32 0.06
H -2.31 3.10 0.91
H -2.63 4.73 -1.28
C -3.08 0.16 -0.88
O -4.45 0.30 -0.68
H -2.90 -0.69 -1.54
H -2.73 1.05 -1.41
H -2.68 0.08 0.13
H -4.51 1.02 -0.05
C -0.27 2.36 2.34
C 0.93 1.85 3.12
C 2.26 2.57 3.05
O 2.31 3.37 4.29
C 1.40 2.93 5.11
O 1.25 3.38 6.23
O 0.67 1.83 4.56
H -0.71 3.10 3.00
H -1.14 1.70 2.43
H -0.05 2.68 1.32
H 1.20 0.82 2.86
H 2.38 3.13 2.12
H 3.07 1.84 3.08
C 3.44 -0.21 2.36
C 2.57 -1.12 1.53
C 3.00 -2.52 1.30
O 1.96 -3.34 1.89
C 0.98 -2.52 2.27
O -0.05 -2.92 2.73
O 1.35 -1.29 2.12
H 3.68 -0.59 3.36
H 3.05 0.78 2.61
H 4.44 -0.02 1.98
H 2.51 -0.62 0.57
H 3.95 -2.64 1.82
H 3.14 -2.69 0.24
C -3.80 -2.86 2.83
C -2.97 -2.73 1.57
C -1.47 -2.77 1.84
O -0.95 -3.42 0.71
C -1.89 -4.15 0.13
O -1.59 -4.87 -0.87
O -3.11 -3.94 0.76
H -4.86 -2.98 2.60
H -3.59 -2.04 3.52
H -3.58 -3.82 3.29
H -3.23 -1.84 0.99
H -1.29 -3.45 2.67
H -1.10 -1.76 2.04
C -0.17 -2.73 -2.12
C 1.19 -2.01 -2.36
C 2.18 -2.61 -1.54
O 3.04 -3.08 -2.56
C 2.61 -2.76 -3.77
O 3.33 -2.98 -4.77
O 1.50 -2.17 -3.73
H -0.62 -2.55 -1.14
H -0.26 -3.68 -2.64
H -0.92 -2.27 -2.76
H 0.99 -0.95 -2.20
H 1.70 -3.34 -0.90
H 2.64 -1.76 -1.04
C -0.73 0.50 -3.30
C -1.42 1.45 -4.40
C -2.46 2.40 -3.93
O -1.94 3.70 -4.17
C -0.71 3.58 -4.52
O 0.08 4.44 -4.51
O -0.47 2.39 -4.80
H 0.02 -0.16 -3.73
H -1.56 -0.07 -2.89
H -0.24 0.96 -2.44
H -1.69 0.78 -5.22
H -2.72 2.36 -2.87
H -3.39 1.96 -4.26
*
```

The HOMO energy comes out at -0.239 Ha. The molecular weight comes out at 795.5 g mol⁻¹. The calculation puts the total energy at -138515.240 eV. The energy relative to the best compared isomer or geometry (same formula, charge and spin) comes out at 510.0 kcal/mol.

C23H42BeBrIN3O2Si | the ωB97M-V functional and the def2-TZVPD basis

Structure (ORCA input):
```
! RIJCOSX wB97M-V def2-TZVPD def2/J DEFGRID3
* xyz 0 2
Be 0.99 0.10 -0.18
I -0.33 -2.09 1.93
C 0.97 -1.57 0.27
H 0.56 -2.18 -0.53
H 1.93 -1.99 0.56
C -4.35 -1.79 -0.86
C -4.87 -0.34 -0.98
C -6.33 -0.39 -1.45
C -4.83 0.22 0.45
Si -3.81 0.73 -2.16
Br -1.68 0.22 -1.61
C -3.99 0.26 -4.00
C -2.79 0.72 -4.84
C -5.26 0.89 -4.60
C -4.08 -1.26 -4.17
C -3.95 2.61 -1.82
C -5.42 3.04 -1.75
C -3.26 3.41 -2.93
C -3.25 3.03 -0.51
H -5.02 -2.34 -0.20
H -3.35 -1.83 -0.44
H -4.33 -2.32 -1.81
H -6.92 -0.94 -0.71
H -6.45 -0.90 -2.40
H -6.78 0.60 -1.54
H -5.38 -0.47 1.11
H -5.31 1.20 0.55
H -3.81 0.29 0.84
H -2.62 1.79 -4.82
H -2.98 0.43 -5.88
H -1.86 0.24 -4.52
H -5.21 1.97 -4.65
H -6.18 0.62 -4.06
H -5.38 0.53 -5.63
H -3.21 -1.77 -3.74
H -4.08 -1.48 -5.25
H -4.98 -1.70 -3.75
H -5.99 2.80 -2.65
H -5.47 4.13 -1.63
H -5.95 2.61 -0.90
H -3.76 3.33 -3.89
H -2.21 3.14 -3.06
H -3.28 4.47 -2.64
H -3.65 2.54 0.38
H -3.40 4.11 -0.39
H -2.18 2.84 -0.56
N 0.22 1.15 0.91
C -0.47 1.54 1.75
N -1.24 2.04 2.68
C -1.45 3.50 2.73
C -0.53 4.08 3.79
O -0.74 3.44 5.03
C -0.44 2.06 4.97
C -1.34 1.35 3.98
H -2.49 3.66 2.99
H -1.27 3.92 1.74
H -0.74 5.14 3.93
H 0.52 3.97 3.48
H -0.57 1.65 5.97
H 0.62 1.92 4.68
H -2.38 1.42 4.30
H -1.09 0.30 3.84
O 1.67 0.60 -1.43
N 1.48 1.83 -2.02
C 1.03 1.81 -3.33
C 0.55 2.95 -3.89
C 0.47 4.16 -3.15
C 0.92 4.12 -1.81
C 1.41 2.98 -1.25
H 1.12 0.86 -3.82
H 0.24 2.91 -4.93
H 0.09 5.07 -3.59
H 0.93 5.02 -1.20
H 1.84 2.91 -0.27
*
```

The HOMO energy (spin up / spin down) comes out at -0.177 / -0.310 Ha. The molecular weight comes out at 636.5 g mol⁻¹. The expectation value of S² is 0.7688. The calculation puts the total energy at -119521.077 eV. The energy relative to the best compared isomer or geometry (same formula, charge and spin) comes out at 0.0 kcal/mol.